# 1
Below is a molecular structure, CH8N4 in a non-equilibrium geometry, with properties calculated with ωB97M-V with the def2-TZVPD basis set.

The net charge is 0. The gap between HOMO and LUMO comes out at 8.9 eV. The calculation puts the LUMO energy at 0.968 eV. For the energy above the lowest of the compared OMol25 structures with the same formula, charge and spin, the calculation gives 5.750 eV.

Each line ends with the Mulliken charge.
Positions of all 13 atoms, in Å:
C: -0.725 0.338 -0.298  -0.089
N: -0.152 -0.886 -0.081  -0.408
N: 1.378 0.035 -0.659  -0.273
N: -2.369 -0.292 0.124  -0.721
N: 2.266 0.654 0.194  -0.448
H: 0.022 -1.019 0.916  0.254
H: 1.727 -0.567 -1.395  0.206
H: 2.549 0.095 0.994  0.219
H: -2.639 -1.058 -0.489  0.235
H: -2.457 -0.612 1.087  0.210
H: 1.915 1.550 0.515  0.246
H: -0.635 1.149 0.427  0.278
H: -0.880 0.612 -1.337  0.291

=====

# 2
Below is 2 unconnected molecules or ions with the total composition C8H12N5S in a non-equilibrium geometry, with properties calculated with ωB97M-V with the def2-TZVPD basis set.

The net charge is +1. The gap between HOMO and LUMO comes out at 8.5 eV. The calculation puts the LUMO energy at -4.563 eV. For the energy above the lowest of the compared OMol25 structures with the same formula, charge and spin, the calculation gives 2.255 eV.

Each line ends with the Mulliken charge.
Positions of all 26 atoms, in Å:
C: 0.204 2.663 0.396  -0.880
C: 1.179 2.682 -0.574  -0.024
C: -0.142 0.783 -0.524  0.209
C: 2.049 -2.434 1.209  -0.116
C: 2.789 -1.552 0.823  -0.030
C: -3.275 -0.317 0.116  0.265
C: -0.713 -0.554 -0.712  0.751
C: 3.861 -0.547 0.371  -1.252
N: -0.562 1.604 0.397  -0.442
N: -4.139 -1.193 0.062  -0.573
N: -1.980 -0.921 -0.446  -0.228
N: -3.208 0.927 0.544  -0.286
N: 0.006 -1.436 -1.411  -0.312
S: 1.185 1.286 -1.496  -0.047
H: -0.023 3.469 0.925  0.586
H: 1.911 3.476 -0.748  0.452
H: 1.305 -3.153 1.565  0.385
H: 4.682 -0.873 0.976  0.333
H: 3.645 0.466 0.599  0.309
H: 4.204 -0.680 -0.558  0.421
H: -5.071 -0.893 0.335  0.272
H: -2.233 -1.863 -0.645  0.229
H: -3.952 1.436 0.833  0.170
H: -2.264 1.158 0.930  0.357
H: 0.965 -1.118 -1.534  0.174
H: -0.425 -2.417 -1.431  0.279

=====

no.,electronic energy (eV),E_HOMO (eV)
1,-7121.922,-7.9
2,-26767.135,-13.0